Density functional theory data (wB97M-V/def2-TZVPD) for C6H7N5O7Pd as an isolated structure.

CARTESIAN COORDINATES (ANGSTROEM)
Pd1 -0.540089 0.106501 -0.850133
O1 3.054960 4.994271 -0.409330
C1 2.406394 3.979965 -0.490418
C2 0.890970 3.861919 -0.655978
O2 0.056129 4.762139 -0.521295
C3 0.685192 2.483181 -0.866519
C4 1.772527 1.690840 -0.408942
O3 1.539302 0.469673 -0.052555
C5 2.971431 2.558434 -0.422301
O4 4.138995 2.207918 -0.285836
O5 -0.469408 2.014968 -1.227688
O6 -3.025668 0.046380 0.334804
H1 -2.892428 -0.927910 0.243750
H2 -2.512881 0.306469 1.129622
N1 -1.749967 -5.110241 0.233547
N2 -0.964287 -3.981796 0.068972
N3 0.341556 -4.027905 -0.080276
C6 0.648706 -2.707486 -0.319100
N4 -0.481116 -1.915912 -0.289193
N5 -1.469841 -2.707428 0.078573
H3 -1.181715 -5.956266 0.373264
H4 -2.511643 -5.005035 0.930114
H5 1.638701 -2.330693 -0.453049
O7 -0.845481 1.759123 1.735782
H6 -1.178786 2.327831 1.014305
H7 -0.321564 1.101067 1.189882

Atomic forces in eV per Å
-1.20 -3.99 -0.47
0.59 0.92 0.13
-0.61 -0.97 -0.34
1.33 1.42 0.73
0.35 -0.18 -0.32
-2.39 -0.77 -1.02
-0.52 -1.65 0.72
2.87 2.10 -0.02
-0.60 -0.47 0.49
0.06 0.38 -0.13
1.09 2.38 -0.11
-0.71 -0.96 0.98
0.09 1.23 0.03
-0.07 -0.09 -0.67
-0.85 -0.81 0.12
0.57 2.11 0.89
0.05 1.78 -0.67
-1.90 -1.38 0.37
0.95 -0.92 0.86
-0.20 -1.54 -1.20
-0.17 1.01 0.09
1.19 0.27 -0.53
0.20 0.17 -0.19
0.18 -0.36 -0.63
0.15 -0.18 0.31
-0.45 0.51 0.59

## Properties
Frontier orbital gap (spin up / spin down) ... 3.1 / 3.1 eV
Total charge ... -2
2S+1 ... 1
Relative energy (zero: lowest compared OMol25 entry of this formula, charge and spin) ... 0.0000 eV
HOMO level (spin up / spin down) ... 1.35 / 1.36 eV



Density functional theory data (wB97M-V/def2-TZVPD) for the molecule C6H7NO.

CARTESIAN COORDINATES (ANGSTROEM)
O1 -2.358077 -0.440678 -0.219484
C1 -1.257744 -0.005763 -0.142913
C2 -0.788439 1.179714 0.377698
C3 0.485438 1.547467 0.109316
N1 1.366624 0.736368 -0.493759
C4 1.258771 -0.698199 -0.546937
C5 1.120918 -1.264172 0.835385
C6 -0.173956 -1.093885 -0.025369
H1 -1.200830 2.198603 1.031458
H2 0.778277 2.583594 0.545139
H3 2.340981 1.314926 -0.798461
H4 1.713744 -1.071849 -1.406732
H5 1.407688 -2.361621 0.916301
H6 1.427202 -0.548894 1.863095
H7 -1.038737 -1.734886 -0.581695

Atomic forces in eV per Å
-3.33 -0.26 -1.42
2.22 -1.17 4.15
0.09 7.05 2.25
0.20 1.04 1.33
4.70 3.68 -1.88
-1.91 1.58 1.97
-0.11 -0.46 1.63
-0.78 -0.29 -3.03
-0.27 -3.62 -2.20
0.18 -2.02 -1.30
-3.50 -2.85 1.15
0.80 -1.15 -0.87
-0.42 1.59 0.17
-1.21 -2.15 -3.38
3.34 -0.99 1.43

## Properties
SMILES ... O=C1C=CN[C@H]2C[C@@H]12
Frontier orbital gap ... 8.8 eV
Total charge ... 0
2S+1 ... 1
Relative energy (zero: lowest compared OMol25 entry of this formula, charge and spin) ... 4.9989 eV
HOMO level ... -8.27 eV



Density functional theory data (wB97M-V/def2-TZVPD) for the molecule C6H7NO.

CARTESIAN COORDINATES (ANGSTROEM)
C1 1.174116 0.242923 0.220305
C2 0.546957 0.219333 -0.895313
C3 -0.206578 0.806943 -2.038903
C4 -1.449710 0.083718 -1.795968
C5 -0.753441 -0.059005 -0.517415
C6 -0.700530 -0.538878 0.844812
H1 1.418484 0.190419 2.908292
H2 2.170058 0.659358 0.369245
H3 -0.206788 2.043536 -1.983733
H4 0.016506 0.512654 -3.163136
H5 -1.348916 -0.984511 -2.180399
H6 -2.602749 0.425601 -1.530207
H7 -1.477782 -1.116866 1.507847
N1 0.401478 -0.066454 1.330144
O1 0.944495 -0.724403 2.481997

Atomic forces in eV per Å
6.87 2.08 3.44
-3.37 1.27 -2.30
2.66 5.20 -7.00
-4.80 -2.39 3.03
-1.50 -5.21 6.06
-7.31 -0.84 -1.64
-1.75 -4.10 -1.17
-0.07 -0.39 0.42
-0.27 -3.30 -0.21
0.85 1.07 1.95
-0.96 1.55 -0.44
3.05 -0.36 -1.76
1.67 1.55 -1.38
3.03 -1.24 0.23
1.90 5.14 0.78

## Properties
Frontier orbital gap ... 8.3 eV
Total charge ... 0
2S+1 ... 1
Relative energy (zero: lowest compared OMol25 entry of this formula, charge and spin) ... 7.5821 eV
HOMO level ... -7.71 eV



Density functional theory data (wB97M-V/def2-TZVPD) for C6H7NO as an isolated structure.

CARTESIAN COORDINATES (ANGSTROEM)
C1 -2.545077 0.522408 -0.574108
C2 -1.294077 0.343861 -1.206792
C3 -2.305760 0.535747 0.801860
C4 -0.435965 0.234123 -0.129737
C5 2.101296 -0.776404 -0.453935
C6 2.193677 -0.139902 0.947995
N1 1.405485 0.427259 -0.210920
O1 -1.013590 0.372894 1.074946
H1 -3.448769 0.410839 -1.116863
H2 -1.063000 -0.008795 -2.302763
H3 -2.961743 0.580026 1.751697
H4 2.987003 -0.645455 -1.063236
H5 1.620183 -1.846706 -0.491713
H6 1.679762 -0.439107 1.780357
H7 3.080571 0.429207 1.193210

Atomic forces in eV per Å
0.26 -0.56 1.74
1.83 -1.62 -0.52
-3.27 0.18 0.46
5.25 0.57 -1.13
0.05 -2.87 1.77
0.46 0.93 -3.59
-4.74 0.37 0.85
1.30 0.22 -1.11
-0.89 0.39 0.12
-0.46 1.31 2.48
1.06 -0.02 -2.12
-0.08 -0.19 -0.22
0.69 2.37 -0.13
-1.42 -1.31 1.62
-0.04 0.22 -0.22

## Properties
Frontier orbital gap ... 9.6 eV
Total charge ... 0
2S+1 ... 1
Relative energy (zero: lowest compared OMol25 entry of this formula, charge and spin) ... 4.4526 eV
HOMO level ... -8.46 eV



Density functional theory data (wB97M-V/def2-TZVPD) for the molecule C6H7NO.

CARTESIAN COORDINATES (ANGSTROEM)
C1 2.902377 -0.436998 -0.034763
C2 1.610108 -0.257292 0.105571
N1 0.606116 -1.232971 0.048667
C3 -0.516858 -0.617409 0.012760
C4 -1.814551 -1.251460 -0.067752
C5 -0.200678 1.056766 0.217033
C6 -1.082550 1.996086 -0.000412
O1 1.132083 1.056696 0.155021
H1 3.537553 0.337775 0.047252
H2 3.375114 -1.479543 -0.097999
H3 -2.225364 -1.471114 -1.153474
H4 -2.492379 -0.448398 0.363096
H5 -1.846887 -2.112954 0.522357
H6 -0.921507 3.084679 0.024341
H7 -2.062570 1.776142 -0.141705

Atomic forces in eV per Å
-0.14 -4.45 0.17
-0.01 -0.01 -0.38
-0.61 1.16 -0.23
2.38 2.58 0.65
-2.67 2.39 -1.95
-0.79 -4.84 -2.15
1.74 2.61 0.77
0.23 0.18 0.86
2.02 2.64 0.05
-1.14 1.72 0.05
1.14 0.45 2.09
0.18 -1.29 -0.45
-0.13 -1.41 0.77
0.51 -0.66 -0.08
-2.72 -1.07 -0.18

## Properties
SMILES ... C=c1nc(C)c(=C)o1
Frontier orbital gap ... 9.0 eV
Total charge ... 0
2S+1 ... 1
Relative energy (zero: lowest compared OMol25 entry of this formula, charge and spin) ... 2.2182 eV
HOMO level ... -8.50 eV



Density functional theory data (wB97M-V/def2-TZVPD) for C6H7NO as an isolated structure.

CARTESIAN COORDINATES (ANGSTROEM)
C1 -0.678104 -0.196414 0.693839
C2 -0.216240 -0.433570 1.979955
C3 1.245065 -0.216727 1.907128
C4 1.628263 0.030119 0.629245
C5 0.317924 0.077308 -1.692631
C6 -0.762106 0.238958 -2.448467
H1 -2.630510 0.370765 0.655536
H2 -0.961681 -0.640428 2.877722
H3 1.758765 0.038885 2.912267
H4 2.646365 0.138174 0.221435
H5 1.431996 -0.607898 -2.035744
H6 -1.736751 1.009529 -1.928683
H7 -0.590345 0.087357 -3.582483
N1 0.398289 0.063644 -0.261800
O1 -1.850931 0.040296 0.072681

Atomic forces in eV per Å
1.84 1.19 -1.37
-1.51 0.39 -0.45
-1.05 0.67 2.10
-1.45 -0.06 -1.86
3.60 -3.77 1.08
-1.60 3.24 -0.49
2.41 -1.11 -1.04
2.13 0.60 -2.00
-0.25 -1.01 -2.23
-0.94 0.12 0.11
-3.65 2.51 0.36
3.20 -3.01 -2.16
-0.81 0.36 2.11
1.01 -0.37 4.05
-2.94 0.23 1.80

## Properties
Frontier orbital gap ... 8.7 eV
Total charge ... 0
2S+1 ... 1
Relative energy (zero: lowest compared OMol25 entry of this formula, charge and spin) ... 4.2406 eV
HOMO level ... -8.07 eV



Density functional theory data (wB97M-V/def2-TZVPD) for the molecule C6H7NO.

CARTESIAN COORDINATES (ANGSTROEM)
C1 0.917490 -3.689993 -1.458499
C2 0.531810 -2.495454 -1.115462
C3 0.097444 -0.513469 -1.824725
C4 -0.047791 -2.014573 0.208545
C5 0.024794 -0.522107 0.482574
C6 0.224151 1.563257 -0.990158
N1 -0.147059 0.171717 -0.747574
O1 0.160934 -0.348027 -2.986641
H1 -1.111883 -2.243417 -0.110357
H2 0.446139 -2.564143 1.099670
H3 -0.599443 -0.148944 1.288704
H4 1.034507 -0.283692 0.787214
H5 -0.373770 1.977097 -1.755828
H6 -0.080154 2.120934 0.015582
H7 1.243774 1.641607 -1.300674

Atomic forces in eV per Å
-0.41 1.94 0.04
0.33 1.63 0.14
0.58 -3.50 -2.51
-0.73 -1.66 0.31
1.70 -0.19 0.63
-1.40 1.27 3.67
-0.38 0.13 -1.01
-0.02 0.34 0.74
0.64 -0.05 1.80
-1.52 0.68 -1.33
-0.57 -0.19 -0.23
0.58 -0.01 0.48
-0.80 0.29 -0.83
1.18 -0.88 -2.21
0.83 0.22 0.33

## Properties
Frontier orbital gap ... 8.4 eV
Total charge ... 0
2S+1 ... 1
Relative energy (zero: lowest compared OMol25 entry of this formula, charge and spin) ... 5.9103 eV
HOMO level ... -9.06 eV



Density functional theory data (wB97M-V/def2-TZVPD) for the molecule C6H7NO2.

CARTESIAN COORDINATES (ANGSTROEM)
C1 0.122774 -0.665560 2.257059
C2 0.998117 0.349182 1.628551
O1 1.915590 0.890606 2.263039
N1 0.851537 0.660909 0.231548
C3 -0.015207 0.187853 -0.695226
C4 -0.357793 0.825556 -1.847917
C5 -1.383592 -0.109012 -2.459486
C6 -1.527434 -1.057507 -1.645248
O2 -0.719896 -0.886251 -0.457104
H1 0.250557 -0.636146 3.441732
H2 0.254847 -1.657556 1.762330
H3 -0.941812 -0.513937 2.304113
H4 1.631190 1.480584 0.043067
H5 0.114756 1.805406 -2.240668
H6 -1.811981 -0.068711 -3.298034
H7 -2.045045 -2.253910 -1.507248

Atomic forces in eV per Å
-0.41 -1.14 2.89
1.46 1.22 -0.47
-1.71 -0.67 -1.44
4.07 2.39 3.20
-0.28 2.64 -1.25
-0.12 0.23 -1.42
4.99 4.26 3.54
-1.48 -8.39 5.90
-0.92 -1.41 -1.14
0.75 -0.50 -2.64
0.12 0.65 0.78
-0.56 0.60 -1.11
-2.96 -2.92 0.03
-1.14 -2.04 0.66
-3.17 0.69 -6.56
1.38 4.40 -0.96

## Properties
SMILES ... CC(=O)Nc1ccco1
Frontier orbital gap ... 9.1 eV
Total charge ... 0
2S+1 ... 1
Relative energy (zero: lowest compared OMol25 entry of this formula, charge and spin) ... 2.8502 eV
HOMO level ... -8.25 eV



Density functional theory data (wB97M-V/def2-TZVPD) for C6H7NO2 as an isolated structure.

CARTESIAN COORDINATES (ANGSTROEM)
C1 1.614303 1.727307 0.122183
C2 1.162457 0.217905 -0.080285
C3 -0.272849 -0.061748 0.035871
C4 -1.055074 -0.537035 0.999334
C5 -2.457168 -0.504157 0.441780
C6 -2.288139 -0.019397 -0.878962
H1 2.775614 1.607390 0.176394
H2 1.254116 2.311716 -0.509372
H3 1.279413 1.819333 1.148087
H4 2.528603 -2.458282 -0.529315
H5 -0.884247 -0.721197 1.984621
H6 -3.384286 -1.202012 1.006759
H7 -2.966358 0.177078 -2.128696
N1 2.046560 -0.658934 -0.320971
O1 1.664526 -1.936151 -0.387628
O2 -1.017473 0.238179 -1.079795

Atomic forces in eV per Å
5.13 -8.79 5.97
0.13 1.32 -0.55
0.08 0.06 -0.65
-3.67 0.79 -2.57
-0.92 -2.14 0.04
-3.24 -0.85 -1.37
-2.08 0.84 -0.42
-3.07 5.32 -5.43
-0.12 1.04 0.15
-2.01 1.38 0.30
0.87 -0.78 2.36
2.78 2.81 -2.11
1.94 -0.79 4.84
1.41 1.81 0.36
0.93 -2.62 -0.42
1.83 0.60 -0.49

## Properties
Frontier orbital gap ... 9.7 eV
Total charge ... 0
2S+1 ... 1
Relative energy (zero: lowest compared OMol25 entry of this formula, charge and spin) ... 5.7647 eV
HOMO level ... -8.80 eV



Density functional theory data (wB97M-V/def2-TZVPD) for the molecule C6H7NO3.

CARTESIAN COORDINATES (ANGSTROEM)
O1 -0.686378 1.667976 -2.860475
N1 -0.814538 1.653654 -1.650053
O2 -1.544823 2.395516 -1.023869
C1 -0.055370 0.702370 -0.910925
C2 0.099324 0.862243 0.581156
C3 -0.563935 -0.261898 1.327754
C4 0.106720 -1.274699 1.860064
O3 -0.512786 -2.311572 2.494099
C5 1.301982 0.067781 -1.889460
C6 0.232567 -0.599343 -1.616424
H1 -0.347683 1.820100 0.860913
H2 1.160553 0.900370 0.837272
H3 -1.640798 -0.245163 1.386737
H4 1.191062 -1.308704 1.820347
H5 0.129709 -2.976053 2.763608
H6 2.238816 0.423373 -2.216109
H7 -0.294422 -1.515949 -1.764634

Atomic forces in eV per Å
-0.30 0.19 -0.19
-0.27 0.48 -0.79
-0.27 0.24 0.17
3.57 -2.08 -1.29
-0.19 -0.02 0.23
0.11 -0.01 0.05
0.03 0.21 -0.10
-0.02 -0.12 0.05
-3.51 0.75 2.29
0.57 0.76 -0.03
0.14 -0.14 0.02
-0.03 0.01 -0.08
-0.23 -0.09 0.02
0.04 -0.06 0.02
-0.04 0.16 -0.04
0.56 0.11 -0.25
-0.15 -0.40 -0.06

## Properties
SMILES ... O=[N+]([O-])C1(C/C=C/O)C=C1
Frontier orbital gap ... 9.4 eV
Total charge ... 0
2S+1 ... 1
Relative energy (zero: lowest compared OMol25 entry of this formula, charge and spin) ... 6.5611 eV
HOMO level ... -9.03 eV



Density functional theory data (wB97M-V/def2-TZVPD) for the molecule C6H7NO3.

CARTESIAN COORDINATES (ANGSTROEM)
O1 -3.408017 -0.474841 -0.187308
C1 -2.555339 -1.244783 0.138476
C2 -1.144876 -0.828951 0.500769
C3 -0.991703 0.681601 -0.015744
C4 0.357243 1.138513 -0.059220
C5 1.295987 1.794916 -0.654315
C6 1.699251 0.910331 0.503757
O2 2.311610 -0.365711 0.368389
N1 2.571518 -0.608821 -0.945346
O3 3.069383 -1.726542 -1.115541
H1 -2.685966 -2.294703 0.187380
H2 -0.440512 -1.463885 -0.177361
H3 -1.073640 -0.860083 1.611660
H4 -1.564521 1.061534 0.779675
H5 -1.435059 0.741149 -1.045415
H6 1.806841 2.366066 -1.359943
H7 2.187803 1.174208 1.470085

Atomic forces in eV per Å
-0.75 0.13 -0.18
1.25 0.96 0.30
0.87 0.68 -2.52
-1.11 -2.79 -0.62
1.05 0.26 0.73
1.16 -1.40 1.75
-0.02 1.31 0.86
0.39 -1.30 -1.72
1.78 -3.76 -0.36
-1.65 3.59 0.72
-0.71 -1.61 0.04
-0.93 0.50 2.00
0.68 -0.46 -0.85
-0.93 1.95 0.33
-0.02 0.27 1.28
0.10 0.84 -1.16
-1.15 0.85 -0.60

## Properties
SMILES ... O=CCCC1=C[C@@H]1ON=O
Frontier orbital gap ... 10.1 eV
Total charge ... 0
2S+1 ... 1
Relative energy (zero: lowest compared OMol25 entry of this formula, charge and spin) ... 6.4836 eV
HOMO level ... -9.81 eV



Density functional theory data (wB97M-V/def2-TZVPD) for the molecule C6H7NO3S.

CARTESIAN COORDINATES (ANGSTROEM)
C1 -1.473074 -1.920725 -0.949376
C2 -0.606670 -0.774175 -0.339218
C3 0.280415 -0.832122 0.656144
C4 0.607827 -1.976711 1.366421
N1 0.998677 -2.907984 1.902973
S1 1.173531 0.703368 1.134973
O1 2.447207 0.418433 1.683261
O2 0.292079 1.424138 1.991748
C5 1.069201 1.735082 -0.392753
C6 -0.429701 1.703132 -0.544012
O3 -0.832615 0.366915 -1.063285
H1 -0.787659 -2.375332 -1.666162
H2 -2.330895 -1.344893 -1.537853
H3 -1.731825 -2.735658 -0.147293
H4 1.549075 1.498932 -1.298404
H5 1.354517 2.749322 0.029888
H6 -0.799279 1.897732 0.445799
H7 -0.780810 2.370548 -1.272851

Atomic forces in eV per Å
-0.13 1.09 0.88
-1.53 0.46 -1.61
0.62 1.94 -0.16
0.34 -0.41 0.05
0.08 -0.78 0.54
-0.49 -0.48 -0.45
1.21 -0.56 -0.62
-0.74 0.50 1.06
-0.64 1.00 2.37
0.54 -1.82 -0.35
-0.07 0.24 1.00
-0.31 -0.24 -0.21
1.58 -1.77 1.55
0.10 1.79 -1.65
1.09 -0.67 -0.73
-0.10 -1.15 -0.65
-1.03 -0.01 -0.09
-0.53 0.87 -0.95

## Properties
SMILES ... CC1=C(C#N)S(=O)(=O)CCO1
Frontier orbital gap ... 10.3 eV
Total charge ... 0
2S+1 ... 1
Relative energy (zero: lowest compared OMol25 entry of this formula, charge and spin) ... 1.5114 eV
HOMO level ... -9.91 eV